{
  "formula": "C38H78BrN3O11",
  "method": "ωB97M-V with the def2-TZVPD basis set",
  "symbols": ["C", "C", "C", "O", "C", "C", "C", "C", "C", "C", "N", "C", "C", "C", "C", "C", "C", "C", "C", "O", "C", "C", "O", "C", "Br", "C", "O", "O", "C", "O", "C", "C", "O", "C", "C", "H", "H", "H", "H", "H", "H", "H", "H", "H", "H", "H", "H", "H", "H", "H", "H", "H", "H", "H", "H", "H", "H", "H", "H", "H", "H", "H", "H", "H", "H", "H", "H", "H", "H", "H", "H", "H", "H", "H", "H", "H", "H", "H", "H", "H", "H", "H", "H", "C", "O", "C", "C", "N", "C", "C", "O", "C", "H", "H", "H", "H", "H", "H", "H", "H", "H", "H", "H", "H", "H", "H", "H", "C", "O", "C", "C", "N", "C", "C", "O", "C", "H", "H", "H", "H", "H", "H", "H", "H", "H", "H", "H", "H", "H", "H", "H"],
  "positions_angstrom": [[-3.143, 3.169, 2.730], [-2.027, 2.463, 3.495], [-1.234, 1.506, 2.620], [-0.411, 2.290, 1.779], [0.488, 1.619, 0.883], [1.648, 2.611, 0.670], [2.967, 2.368, 1.446], [3.565, 3.722, 1.822], [4.013, 1.614, 0.606], [0.915, 0.205, 1.225], [0.428, -0.699, 0.093], [1.211, -1.914, -0.181], [1.156, -2.934, 0.935], [-0.257, -3.492, 1.161], [-0.268, -4.890, 1.805], [-0.728, -5.954, 0.795], [0.111, -5.928, -0.507], [-0.680, -5.427, -1.718], [0.190, -4.906, -2.856], [1.193, -4.043, -2.306], [2.185, -3.665, -3.172], [1.813, -2.627, -4.172], [3.277, -4.108, -3.044], [0.114, 0.139, -1.098], [-1.479, -0.713, -1.923], [1.254, 0.184, -2.164], [0.935, 0.084, -3.335], [2.346, 0.297, -1.624], [-0.358, 1.422, -0.429], [-0.409, 2.499, -1.287], [-1.397, 3.462, -0.986], [-1.923, 4.123, -2.234], [-2.620, 3.176, -3.025], [-2.328, 3.246, -4.407], [-0.930, 2.735, -4.765], [-2.736, 3.895, 2.032], [-3.775, 2.459, 2.199], [-3.780, 3.711, 3.427], [-2.403, 1.957, 4.381], [-1.325, 3.233, 3.817], [-1.943, 0.913, 2.028], [-0.641, 0.858, 3.268], [1.256, 3.556, 1.046], [1.837, 2.756, -0.389], [2.763, 1.805, 2.359], [2.998, 4.247, 2.588], [4.560, 3.543, 2.229], [3.712, 4.317, 0.922], [5.023, 1.859, 0.929], [3.933, 1.892, -0.439], [3.899, 0.534, 0.632], [0.560, -0.268, 2.135], [1.989, 0.060, 1.253], [-0.495, -1.023, 0.398], [2.240, -1.637, -0.395], [0.808, -2.352, -1.089], [1.851, -3.731, 0.696], [1.498, -2.480, 1.869], [-0.789, -3.518, 0.213], [-0.815, -2.799, 1.799], [0.710, -5.141, 2.213], [-0.971, -4.899, 2.637], [-0.712, -6.935, 1.263], [-1.766, -5.737, 0.543], [1.009, -5.348, -0.336], [0.450, -6.940, -0.729], [-1.409, -4.663, -1.457], [-1.236, -6.277, -2.115], [-0.430, -4.331, -3.545], [0.645, -5.741, -3.390], [2.626, -2.483, -4.872], [0.908, -2.890, -4.716], [1.601, -1.688, -3.655], [-1.360, 1.164, -0.070], [-2.249, 3.032, -0.454], [-0.989, 4.247, -0.340], [-1.130, 4.615, -2.793], [-2.658, 4.854, -1.882], [-2.468, 4.267, -4.777], [-3.059, 2.625, -4.921], [-0.913, 2.314, -5.764], [-0.644, 1.982, -4.037], [-0.198, 3.538, -4.688], [5.255, 10.316, -2.541], [4.059, 9.740, -2.056], [3.134, 9.368, -3.070], [2.975, 7.866, -3.134], [4.181, 7.229, -3.646], [4.185, 5.772, -3.546], [4.179, 5.156, -2.153], [5.360, 5.395, -1.409], [5.393, 6.595, -0.660], [5.824, 10.658, -1.679], [5.862, 9.594, -3.097], [5.047, 11.176, -3.186], [3.438, 9.768, -4.042], [2.169, 9.813, -2.810], [2.139, 7.624, -3.797], [2.715, 7.519, -2.123], [4.979, 7.589, -3.138], [5.080, 5.415, -4.060], [3.326, 5.384, -4.102], [4.121, 4.071, -2.278], [3.296, 5.451, -1.571], [4.396, 6.890, -0.321], [5.842, 7.418, -1.224], [6.017, 6.413, 0.215], [-2.997, -8.776, 2.730], [-3.467, -7.504, 2.327], [-4.763, -7.524, 1.739], [-5.762, -6.808, 2.620], [-6.019, -7.559, 3.842], [-6.807, -6.841, 4.838], [-6.196, -5.592, 5.462], [-5.061, -5.843, 6.268], [-3.820, -5.869, 5.589], [-1.963, -8.654, 3.050], [-3.575, -9.179, 3.569], [-3.026, -9.490, 1.902], [-5.084, -8.548, 1.534], [-4.698, -6.993, 0.784], [-6.701, -6.690, 2.072], [-5.361, -5.805, 2.823], [-5.133, -7.817, 4.257], [-7.020, -7.543, 5.648], [-7.769, -6.572, 4.392], [-6.947, -5.163, 6.131], [-5.969, -4.821, 4.715], [-3.816, -5.195, 4.727], [-3.556, -6.877, 5.257], [-3.054, -5.540, 6.292]],
  "mol_weight_da": 833.0,
  "total_energy_ev": -137702.0073,
  "spin_multiplicity": 1,
  "total_charge": 0,
  "e_homo_ev": -8.54,
  "smiles": "CCCO[C@@]1(CC(C)C)C[N@H+](CCCCCCCCOC(C)=O)[C@](Br)(C(=O)[O-])[C@@H]1OCCOCC.COCCNCCOC.COCCNCCOC"
}

{
  "formula": "C26H30O5",
  "method": "ωB97M-V with the def2-TZVPD basis set",
  "symbols": ["C", "C", "C", "C", "C", "C", "O", "O", "C", "C", "C", "O", "O", "C", "C", "H", "H", "H", "H", "H", "H", "H", "H", "H", "H", "H", "H", "H", "H", "H", "H", "H", "H", "H", "C", "C", "C", "C", "C", "O", "C", "C", "C", "C", "C", "C", "C", "C", "C", "C", "H", "H", "H", "H", "H", "H", "H", "H", "H", "H", "H"],
  "positions_angstrom": [[1.825, 2.346, -4.290], [1.519, 1.005, -3.634], [2.749, 0.469, -2.918], [2.532, -0.873, -2.236], [1.416, -0.979, -1.252], [0.712, -2.246, -1.299], [-0.317, -2.608, -0.706], [1.272, -3.122, -2.155], [0.578, -4.402, -2.262], [1.335, -5.185, -3.300], [1.567, -0.163, -0.100], [0.808, 0.040, 0.887], [2.723, 0.506, -0.098], [2.963, 1.343, 1.083], [4.288, 2.004, 0.818], [0.932, 2.745, -4.772], [2.170, 3.071, -3.546], [2.607, 2.236, -5.047], [0.693, 1.094, -2.916], [1.201, 0.278, -4.394], [3.566, 0.328, -3.642], [3.102, 1.194, -2.176], [2.351, -1.623, -3.009], [3.469, -1.161, -1.734], [0.606, -4.902, -1.285], [-0.466, -4.239, -2.561], [0.906, -6.183, -3.405], [1.292, -4.687, -4.274], [2.387, -5.289, -3.018], [2.154, 2.076, 1.187], [3.001, 0.701, 1.972], [4.553, 2.640, 1.665], [5.077, 1.258, 0.689], [4.246, 2.626, -0.081], [-5.352, 4.373, 1.887], [-5.009, 3.801, 0.653], [-4.073, 2.764, 0.599], [-3.459, 2.286, 1.782], [-2.494, 1.205, 1.762], [-2.397, 0.596, 2.982], [-1.716, -0.606, 3.107], [-1.075, -1.213, 2.021], [-0.359, -2.402, 2.254], [-0.311, -2.955, 3.520], [-0.981, -2.338, 4.588], [-1.677, -1.154, 4.391], [-1.029, -0.459, 0.776], [-1.784, 0.739, 0.680], [-3.895, 2.805, 3.017], [-4.810, 3.851, 3.070], [-6.046, 5.214, 1.931], [-5.466, 4.172, -0.268], [-3.811, 2.286, -0.346], [0.132, -2.873, 1.405], [0.247, -3.879, 3.674], [-0.956, -2.790, 5.577], [-2.190, -0.631, 5.193], [-0.871, -0.987, -0.141], [-1.830, 1.247, -0.281], [-3.509, 2.388, 3.940], [-5.091, 4.257, 4.040]],
  "mol_weight_da": 422.5,
  "total_energy_ev": -37684.6540,
  "spin_multiplicity": 1,
  "total_charge": 0,
  "e_homo_ev": -7.22
}

{
  "formula": "C14H31NO6P",
  "method": "ωB97M-V with the def2-TZVPD basis set",
  "symbols": ["C", "P", "C", "C", "C", "C", "N", "C", "H", "H", "H", "H", "H", "H", "H", "H", "H", "H", "H", "H", "H", "H", "H", "C", "C", "O", "C", "O", "O", "C", "H", "H", "H", "H", "H", "H", "H", "H", "C", "C", "O", "C", "O", "O", "C", "H", "H", "H", "H", "H", "H", "H", "H"],
  "positions_angstrom": [[4.579, 0.108, 0.459], [3.888, 0.955, -1.034], [4.545, 2.681, -0.945], [2.101, 1.075, -0.538], [1.051, 0.721, -1.590], [-0.210, 0.806, -0.731], [0.025, 2.096, 0.040], [1.531, 2.383, -0.020], [3.872, 0.170, 1.281], [4.695, -0.937, 0.205], [5.530, 0.537, 0.743], [4.935, 2.913, 0.038], [3.775, 3.393, -1.221], [5.321, 2.754, -1.694], [1.977, 0.383, 0.297], [0.999, 1.540, -2.302], [1.237, -0.241, -2.045], [-1.136, 0.781, -1.285], [-0.152, 0.004, -0.007], [-0.291, 2.040, 1.004], [-0.442, 2.839, -0.478], [1.909, 2.680, 0.950], [1.671, 3.226, -0.684], [3.441, -6.142, 2.897], [3.797, -5.194, 1.774], [2.653, -4.429, 1.339], [2.321, -3.404, 2.108], [2.898, -3.011, 3.087], [1.229, -2.823, 1.576], [0.732, -1.732, 2.340], [2.609, -6.782, 2.605], [4.297, -6.771, 3.140], [3.150, -5.599, 3.795], [4.115, -5.747, 0.894], [4.602, -4.517, 2.057], [1.521, -1.007, 2.546], [0.295, -2.074, 3.276], [-0.047, -1.266, 1.739], [-7.355, 2.724, -3.397], [-7.387, 1.378, -2.709], [-6.067, 0.948, -2.313], [-5.589, 1.505, -1.213], [-6.138, 2.298, -0.497], [-4.354, 1.006, -0.998], [-3.713, 1.543, 0.148], [-6.662, 2.706, -4.239], [-8.347, 2.978, -3.767], [-7.034, 3.509, -2.713], [-7.738, 0.608, -3.392], [-8.044, 1.382, -1.841], [-4.328, 1.447, 1.040], [-3.463, 2.595, -0.013], [-2.803, 0.964, 0.286]],
  "mol_weight_da": 340.4,
  "total_energy_ev": -38078.3242,
  "spin_multiplicity": 1,
  "total_charge": 1,
  "e_homo_ev": -11.62
}

{
  "formula": "C4H16N2O2",
  "method": "ωB97M-V with the def2-TZVPD basis set",
  "symbols": ["C", "C", "C", "C", "N", "N", "H", "H", "H", "H", "H", "H", "H", "H", "H", "H", "H", "H", "H", "H", "O", "H", "H", "O"],
  "positions_angstrom": [[0.899, -0.140, -2.356], [1.020, -1.015, -1.112], [1.456, -0.220, 0.076], [1.247, -0.758, 1.314], [1.765, -0.088, 2.590], [-0.454, 0.401, -2.396], [1.764, 0.575, -2.539], [1.133, -0.821, -3.305], [0.083, -1.664, -0.908], [1.889, -1.777, -1.277], [2.010, 0.634, -0.081], [0.648, -1.658, 1.496], [1.214, -0.335, 3.434], [2.808, -0.432, 2.588], [1.863, 0.948, 2.730], [-0.974, -0.143, -3.249], [-1.004, 0.388, -1.539], [-0.462, 1.444, -2.642], [-3.839, 1.567, 1.701], [-4.280, 0.052, 1.202], [-3.624, 0.864, 0.986], [-0.515, 1.021, 1.150], [-1.964, 0.603, 0.788], [-1.037, 0.411, 0.459]],
  "mol_weight_da": 124.2,
  "total_energy_ev": -11464.4388,
  "spin_multiplicity": 1,
  "total_charge": 2,
  "e_homo_ev": -17.36
}

{
  "formula": "C24H35FN6O3",
  "method": "ωB97M-V with the def2-TZVPD basis set",
  "symbols": ["C", "C", "C", "C", "N", "C", "O", "C", "N", "C", "C", "N", "C", "C", "C", "C", "F", "C", "C", "C", "C", "C", "C", "N", "N", "C", "C", "C", "C", "C", "O", "N", "C", "O", "H", "H", "H", "H", "H", "H", "H", "H", "H", "H", "H", "H", "H", "H", "H", "H", "H", "H", "H", "H", "H", "H", "H", "H", "H", "H", "H", "H", "H", "H", "H", "H", "H", "H", "H"],
  "positions_angstrom": [[-5.206, -1.689, 0.553], [-4.761, -0.507, -0.301], [-5.878, -0.060, -1.241], [-3.526, -0.871, -1.136], [-2.385, -1.268, -0.323], [-2.029, -2.578, -0.268], [-2.539, -3.420, -0.980], [-0.932, -2.920, 0.731], [0.258, -2.109, 0.532], [1.050, -2.581, -0.588], [2.188, -1.599, -0.847], [3.015, -1.480, 0.335], [4.335, -1.066, 0.196], [4.892, -0.055, 0.984], [6.226, 0.289, 0.865], [7.014, -0.372, -0.055], [8.318, -0.031, -0.181], [6.497, -1.377, -0.853], [5.168, -1.721, -0.720], [2.240, -1.045, 1.475], [1.097, -2.033, 1.712], [-1.768, -0.260, 0.462], [-0.929, 0.638, -0.160], [-0.726, 0.537, -1.502], [-0.331, 1.653, 0.541], [0.524, 2.665, -0.063], [-0.244, 3.938, -0.448], [0.751, 4.999, -0.911], [-1.295, 3.681, -1.523], [-0.522, 1.797, 1.913], [0.019, 2.675, 2.546], [-1.341, 0.873, 2.488], [-2.003, -0.195, 1.875], [-2.671, -0.954, 2.550], [-4.457, -1.914, 1.307], [-5.355, -2.570, -0.066], [-6.139, -1.456, 1.061], [-4.500, 0.327, 0.361], [-5.562, 0.784, -1.850], [-6.161, -0.876, -1.902], [-6.754, 0.238, -0.671], [-3.759, -1.724, -1.778], [-3.243, -0.015, -1.758], [-0.724, -3.997, 0.641], [-1.334, -2.733, 1.729], [0.408, -2.654, -1.470], [1.473, -3.581, -0.389], [2.785, -1.938, -1.691], [1.756, -0.616, -1.101], [4.284, 0.484, 1.693], [6.652, 1.071, 1.474], [7.136, -1.886, -1.556], [4.776, -2.526, -1.321], [2.878, -1.035, 2.359], [1.818, -0.037, 1.323], [0.492, -1.687, 2.552], [1.525, -3.017, 1.969], [0.023, 1.048, -1.934], [-0.935, -0.369, -1.890], [1.055, 2.255, -0.925], [1.265, 2.930, 0.696], [-0.744, 4.298, 0.457], [1.473, 5.216, -0.129], [0.230, 5.919, -1.160], [1.289, 4.661, -1.795], [-2.010, 2.927, -1.204], [-0.829, 3.353, -2.450], [-1.842, 4.597, -1.728], [-1.478, 0.969, 3.488]],
  "mol_weight_da": 474.6,
  "total_energy_ev": -43259.1338,
  "spin_multiplicity": 1,
  "total_charge": 0,
  "e_homo_ev": -8.07,
  "smiles": "CC(C)CN(C(=O)CN1CCN(c2ccc(F)cc2)CC1)c1c(N)n(CC(C)C)c(=O)[nH]c1=O"
}

{
  "formula": "C4H9NO2",
  "method": "ωB97M-V with the def2-TZVPD basis set",
  "symbols": ["O", "C", "C", "C", "N", "C", "O", "H", "H", "H", "H", "H", "H", "H", "H", "H"],
  "positions_angstrom": [[1.120, -0.577, -2.113], [1.565, 0.105, -1.230], [0.786, 0.441, 0.009], [0.409, 1.931, 0.253], [-0.422, -0.425, -0.024], [-0.899, -0.857, 1.291], [-2.278, -0.748, 1.441], [2.544, 0.610, -1.272], [1.304, 0.099, 0.902], [-0.399, 1.930, 0.977], [0.034, 2.365, -0.680], [1.346, 2.460, 0.416], [-0.562, -0.651, -1.026], [-0.435, -0.218, 2.046], [-0.487, -1.866, 1.474], [-2.659, -1.078, 0.626]],
  "mol_weight_da": 103.1,
  "total_energy_ev": -9869.0620,
  "spin_multiplicity": 2,
  "total_charge": 1,
  "e_homo_ev": [-15.43, -15.40]
}